# 1
17
Properties=species:S:1:pos:R:3 method="wB97M-V/def2-TZVPD" homo_ev="-8.27 / -7.92" orbital_gap_ev="7.65 / 7.73" e_above_lowest_kcal_mol=157.7 charge=0 e_lumo_ev="-0.62 / -0.19" energy_ha=-363.77295 fmax_ev_per_a=5.15
O 1.59 1.57 0.79
N 0.16 -2.72 -0.10
C 0.73 0.50 0.84
C 0.04 1.16 -1.48
C -1.70 0.59 0.17
C -0.18 -1.64 0.52
C 1.01 -0.71 1.29
C -0.37 0.45 -0.19
H -2.32 -0.24 0.48
H -1.02 -1.69 1.22
H 0.93 0.69 -1.93
H -2.22 1.53 0.04
H 0.26 2.21 -1.29
H 1.92 -1.21 1.57
H -0.51 -2.95 -0.84
H -0.78 1.19 -2.21
H 2.46 1.29 1.11

***

# 2
55
Properties=species:S:1:pos:R:3 method="wB97M-V/def2-TZVPD" homo_ev="-13.74 / -14.18" orbital_gap_ev="7.19 / 5.37" multiplicity=5 e_above_lowest_kcal_mol=5.6 charge=+2 e_lumo_ev="-6.55 / -8.81" energy_ha=-1496.92182 fmax_ev_per_a=0.31
Os -0.24 0.57 -0.21
O 1.72 0.30 -0.04
O -2.13 0.48 -0.66
N 1.42 -1.42 -1.52
N -0.41 2.28 1.02
N 0.16 -1.00 -1.41
N -0.32 1.98 -2.63
N -1.20 1.31 3.07
N -0.77 -0.63 1.78
C -2.76 -0.34 -1.48
C -1.18 -0.08 2.91
C -0.74 -1.98 1.70
C -2.10 -1.39 -2.20
C -4.23 -2.04 -3.19
C 5.83 -0.41 0.14
C 4.47 -0.16 0.10
C 5.54 -2.23 -1.43
C -0.74 -1.67 -2.15
C -1.58 -2.21 3.91
C -0.04 3.44 0.38
C -1.13 -2.80 2.72
C -1.61 -0.85 4.01
C -0.55 4.77 2.27
C 6.36 -1.45 -0.62
C -0.91 3.64 2.93
C 3.64 -0.94 -0.71
C 2.23 -0.67 -0.75
C -2.89 -2.23 -3.06
C -4.14 -0.16 -1.64
C -0.83 2.38 2.30
C -4.85 -0.99 -2.47
C -0.08 4.67 0.95
C 4.18 -1.99 -1.47
H -0.61 5.74 2.76
H 7.42 -1.64 -0.59
H -2.39 -3.02 -3.60
H -1.89 -2.83 4.74
H -1.94 -0.36 4.92
H 0.23 5.54 0.38
H -0.18 1.27 -3.34
H -0.38 -2.38 0.77
H 3.53 -2.58 -2.10
H -1.31 2.20 -2.64
H 0.31 3.29 -0.63
H 0.16 2.80 -2.97
H -1.26 3.69 3.95
H -1.08 -3.88 2.60
H 6.47 0.19 0.77
H -1.51 1.58 3.99
H -0.33 -2.48 -2.74
H 5.96 -3.03 -2.02
H -4.62 0.63 -1.09
H 4.04 0.64 0.69
H -5.92 -0.84 -2.58
H -4.81 -2.68 -3.84

***

# 3
26
Properties=species:S:1:pos:R:3 method="wB97M-V/def2-TZVPD" homo_ev=-11.74 orbital_gap_ev=8.85 e_above_lowest_kcal_mol=51.9 charge=+1 e_lumo_ev=-2.90 energy_ha=-2845.24954 fmax_ev_per_a=7.72
Se -3.13 -0.37 0.04
N -0.78 1.34 0.10
C 0.46 -2.69 0.01
C -2.20 1.33 0.57
C 2.93 -1.92 0.00
C -1.38 -1.15 0.10
C -0.93 -2.40 0.08
C 1.08 -0.33 0.10
C -0.91 1.68 -1.30
C -0.19 0.02 0.07
C 1.47 -1.75 0.08
C 0.16 2.29 0.82
H 3.20 -2.70 0.76
H -1.43 -3.34 0.09
H 3.08 -2.44 -0.93
H -0.11 1.95 -1.89
H -0.30 3.23 0.77
H 0.19 2.11 1.80
H -1.46 2.52 -1.48
H 3.51 -0.85 0.04
H -2.87 2.14 0.08
H 1.72 0.53 0.17
H -1.51 0.99 -1.93
H 1.01 2.11 0.24
H 0.64 -3.69 -0.10
H -2.24 1.42 1.73

***

# 4
139
Properties=species:S:1:pos:R:3 method="wB97M-V/def2-TZVPD" homo_ev="-8.21 / -9.32" orbital_gap_ev="8.30 / 8.79" multiplicity=3 e_above_lowest_kcal_mol=0.0 charge=0 e_lumo_ev="0.09 / -0.53" energy_ha=-5815.58093 fmax_ev_per_a=3.38
Pt -0.26 -3.37 -1.30
P -3.75 -3.86 -2.19
P 0.75 -1.39 -0.34
P 0.48 2.85 1.42
F 0.46 -1.03 -5.73
F 2.69 -3.26 3.83
F -0.45 -2.89 5.02
F -2.87 1.40 -1.41
F -3.05 -2.24 3.87
F 4.33 1.12 -2.38
F -1.76 -3.49 2.67
F 5.94 -1.31 -2.40
F 3.74 -1.66 4.80
F 4.59 0.18 -0.36
F 2.12 1.74 -4.13
F 2.98 -5.82 -1.43
F 4.05 -1.45 -3.49
F 6.01 -4.46 -0.24
F -3.64 -0.60 -1.96
F 5.66 -5.74 -1.94
F 2.56 -0.65 -5.84
F -2.67 0.63 -4.07
F 3.91 -0.23 2.44
F -1.43 -1.09 -3.58
F 4.11 -6.46 0.26
F 4.64 -2.17 2.12
F -0.90 -0.82 4.84
F 1.40 1.65 -6.15
O 1.38 -2.79 -0.04
O -4.61 -3.24 -1.00
O -4.35 -3.24 -3.53
O 0.59 -1.56 -1.92
O -4.29 -5.40 -2.18
O -2.27 -3.75 -2.08
O 1.67 -1.32 4.06
O -0.13 1.41 -4.62
O -0.71 -1.85 0.04
O 4.91 -3.70 -2.02
O 1.24 -0.08 0.35
C -1.77 0.17 -3.17
C -5.69 -2.80 -3.62
C 4.20 -2.55 -1.47
C -1.09 1.98 1.13
C 2.44 3.10 3.42
C -3.97 -3.02 0.29
C 1.47 -0.37 -5.10
C -1.59 6.58 1.70
C -0.52 1.07 -3.28
C 4.32 3.09 5.25
C 2.88 -1.94 3.81
C 4.42 5.06 -1.60
C -0.69 -1.95 4.11
C -3.24 0.97 2.00
C -5.70 -1.57 -4.50
C 1.33 3.14 -0.15
C 5.11 -4.80 -1.17
C -0.05 4.49 2.04
C -5.09 -2.52 1.20
C 3.00 4.51 -1.54
C 4.59 -1.30 -2.28
C -1.91 -2.29 3.21
C -2.02 1.84 2.32
C 2.49 4.12 -0.15
C 3.50 -1.52 2.43
C -3.84 -6.21 -3.27
C 1.26 1.14 -4.95
C -2.53 6.29 2.87
C -0.89 5.34 1.15
C -2.52 -6.89 -2.93
C 3.28 2.30 4.45
C -2.51 0.16 -1.87
C 1.51 2.10 2.70
C -4.46 1.72 1.45
C 3.85 -5.37 -0.51
C 0.56 -1.71 3.24
C 4.15 0.03 -1.64
H -5.18 -0.68 -4.14
H -2.30 2.82 2.72
H -2.13 6.98 0.85
H 2.59 1.80 5.12
H 3.05 3.64 2.69
H -4.29 2.18 0.48
H 1.95 1.18 2.33
H -5.97 -3.15 1.06
H -6.16 -2.46 -2.69
H 0.51 3.64 -0.67
H 3.14 -2.76 -1.64
H 2.69 -1.62 1.70
H 2.98 3.62 -2.18
H -3.41 5.72 2.57
H -5.24 -1.78 -5.46
H 2.34 5.19 -2.10
H 4.70 5.69 -0.76
H -3.56 0.46 2.91
H -1.49 1.35 3.15
H 2.12 5.05 0.30
H -0.84 2.06 -2.95
H -2.17 -7.51 -3.75
H 4.93 2.36 5.78
H 0.37 -0.87 2.56
H -2.02 -1.60 2.37
H 3.35 -4.60 0.08
H -6.32 -3.55 -4.10
H -1.96 5.92 3.73
H 0.87 5.04 2.24
H 1.58 -0.90 -4.15
H 4.37 -2.47 -0.40
H -4.92 -2.60 2.27
H 4.58 5.59 -2.54
H -1.72 4.69 0.85
H -0.54 4.31 3.00
H 1.87 3.89 3.90
H -3.12 -2.34 0.22
H 3.31 3.83 0.50
H 0.76 1.80 3.44
H -6.72 -1.24 -4.73
H -5.34 1.09 1.36
H 5.16 4.25 -1.62
H 1.59 2.22 -0.67
H -0.37 5.55 0.21
H 3.84 1.57 3.86
H -0.82 0.98 0.80
H -2.87 7.25 3.26
H -4.66 -6.92 -3.44
H -2.97 0.15 1.33
H 3.92 3.73 6.04
H 3.07 -0.11 -1.54
H -2.64 -7.50 -2.04
H -3.58 -3.94 0.72
H 0.28 0.70 -2.64
H -1.68 -6.22 -2.77
H 0.76 -2.58 2.61
H -1.83 -0.28 -1.14
H 5.05 3.69 4.71
H -1.53 2.57 0.33
H -3.70 -5.69 -4.22
H -4.71 2.54 2.14
H -5.39 -1.48 1.14
H -0.91 7.36 2.03